*A*
DFT (ωB97M-V with the def2-TZVPD basis set) results for a cluster of 2 separate species, C6H14N2O2 in total.

Bonds (Å) are listed after each position.
CARTESIAN COORDINATES (ANGSTROEM)
1 H -0.34 -0.97 0.99  N22 1.007
2 H 2.16 -2.79 -0.95  C9 1.088
3 H 0.15 1.54 -0.93  N8 1.014
4 C 3.23 -0.61 0.78  O12 1.641, C13 1.288, H18 1.077
5 H 3.75 1.43 1.11  C13 1.080
6 H -1.66 -1.87 1.71  N22 1.007
7 H -0.18 1.58 0.66  N8 1.016
8 N -0.28 1.01 -0.18  H3 1.014, H7 1.016, C16 1.469
9 C 1.67 -1.81 -1.01  H2 1.088, O12 1.442, H23 1.092, H24 1.089
10 O -3.45 -0.56 0.57  C19 1.219
11 H 1.62 -0.06 0.22  O12 1.124
12 O 1.78 -1.17 0.28  C4 1.641, C9 1.442, H11 1.124
13 C 3.06 0.67 0.78  C4 1.288, H5 1.080
14 H -2.58 2.41 0.55  C17 1.093
15 H -3.63 1.68 -0.66  C17 1.089
16 C -1.69 0.72 -0.46  N8 1.469, C17 1.531, C19 1.541, H21 1.095
17 C -2.60 1.95 -0.44  H14 1.093, H15 1.089, C16 1.531, H20 1.091
18 H 3.84 -1.46 1.05  C4 1.077
19 C -2.25 -0.37 0.47  O10 1.219, C16 1.541, N22 1.355
20 H -2.27 2.69 -1.17  C17 1.091
21 H -1.73 0.28 -1.46  C16 1.095
22 N -1.33 -1.14 1.09  H1 1.007, H6 1.007, C19 1.355
23 H 2.14 -1.19 -1.78  C9 1.092
24 H 0.61 -1.95 -1.22  C9 1.089

=====

*B*
DFT (ωB97M-V with the def2-TZVPD basis set) results for a cluster of 2 separate species, C6H14N2O2 in total.

Bonds (Å) are listed after each position.
CARTESIAN COORDINATES (ANGSTROEM)
1 H 1.91 -2.76 -2.71  C9 1.092
2 H 0.71 3.50 -0.29  C23 1.086
3 H -1.78 -0.12 -0.55  C10 1.090
4 H 0.75 -2.53 2.02  C20 1.088
5 H 0.73 -0.82 2.16  C20 1.086
6 H -0.62 -1.54 1.36  C20 1.097
7 N 1.26 -1.50 0.28  C19 1.377, C20 1.445, H24 1.006
8 H 0.57 -1.66 -2.49  C9 1.089
9 C 1.53 -1.96 -2.07  H1 1.092, H8 1.089, H17 1.085, C19 1.501
10 C -2.45 0.61 -0.09  H3 1.090, H12 1.092, C18 1.511, H22 1.081
11 O -2.32 3.00 0.11  C18 1.216
12 H -3.22 0.75 -0.85  C10 1.092
13 H 0.01 0.95 0.58  N14 1.002
14 N -0.40 1.83 0.34  H13 1.002, C18 1.364, C23 1.451
15 O 1.15 -3.65 -0.39  C19 1.209
16 H 1.22 2.71 1.26  C23 1.082
17 H 2.21 -1.12 -2.13  C9 1.085
18 C -1.74 1.93 0.10  C10 1.511, O11 1.216, N14 1.364
19 C 1.29 -2.48 -0.68  N7 1.377, C9 1.501, O15 1.209
20 C 0.47 -1.62 1.48  H4 1.088, H5 1.086, H6 1.097, N7 1.445
21 H -0.20 3.75 1.14  C23 1.086
22 H -2.88 0.28 0.84  C10 1.081
23 C 0.40 3.01 0.62  H2 1.086, N14 1.451, H16 1.082, H21 1.086
24 H 1.40 -0.56 -0.05  N7 1.006

The SMILES is CNC(C)=O.CNC(C)=O.

=====

Out of the structures above, which one is the least stable? Solution: *A*.